Arrangement one

C4H6ClN | ωB97M-V with the def2-TZVPD basis set

```
12
Properties=species:S:1:pos:R:3:nbo_charge:R:1
C -0.60787 -0.93297 1.13785 0.027
C -1.57665 -1.59251 1.00727 -0.261
C 0.56559 -0.12458 1.32389 -0.719
C -0.94307 1.27490 -1.25769 0.129
N -0.22669 0.83747 -2.27065 -0.791
Cl -2.71506 1.36986 -1.73619 -0.131
H 0.49099 0.60836 0.46665 0.257
H 0.53669 0.31375 2.37526 0.245
H 1.53801 -0.69528 1.19495 0.229
H -2.40386 -2.05055 0.74645 0.209
H -0.60337 0.46531 -3.12071 0.393
H 0.80410 0.70791 -2.11081 0.413
```

Kohn-Sham gap	10.01	eV
multiplicity	1
E_HOMO	-9.28	eV

Arrangement two

C4H6ClN | ωB97M-V with the def2-TZVPD basis set

```
12
Properties=species:S:1:pos:R:3:nbo_charge:R:1
C -1.11515 -1.39214 0.43492 -0.680
C -0.15038 -0.87178 -0.47728 0.281
N 0.42301 -0.54263 -1.54733 -0.298
C 0.80275 0.20056 -0.33698 0.047
C 0.46513 1.59890 -0.17247 -0.664
Cl 2.37623 -0.31033 0.48302 -0.129
H -2.00744 -1.35088 -0.02721 0.249
H -0.92550 -0.92951 1.34333 0.246
H -1.01425 -2.51644 0.68475 0.256
H 1.06350 2.20493 -0.87379 0.228
H 0.65947 2.05330 0.87331 0.235
H -0.57738 1.85604 -0.38427 0.227
```

Kohn-Sham gap	10.12	eV
SMILES	CC1=N[C@]1(C)Cl
multiplicity	1
E_HOMO	-9.34	eV

Arrangement three

C4H6ClN | ωB97M-V with the def2-TZVPD basis set

```
12
Properties=species:S:1:pos:R:3:nbo_charge:R:1
Cl 2.05093 0.01824 -0.04591 0.000
C 0.32393 0.11419 0.09161 -0.023
C -0.41847 1.17704 0.00859 -0.247
C -1.84168 0.73417 0.05037 -0.255
N -1.87786 -0.79683 -0.10376 -0.568
C -0.45322 -1.16910 0.13861 -0.282
H -0.20429 2.21423 -0.08980 0.231
H -2.43758 1.29572 -0.72026 0.201
H -2.33479 1.01153 1.03270 0.196
H -1.85994 -0.88223 -1.13516 0.338
H -0.10516 -1.97036 -0.46731 0.211
H -0.44242 -1.53901 1.15162 0.198
```

Kohn-Sham gap	10.33	eV
SMILES	ClC1=CCNC1
multiplicity	1
E_HOMO	-9.34	eV

Most stable structure: arrangement three

Arrangement one

C2H2O2 | ωB97M-V with the def2-TZVPD basis set

```
6
Properties=species:S:1:pos:R:3:nbo_charge:R:1
C 0.26342 2.47421 1.15263 1.058
C 0.42390 0.14216 -0.06838 -0.541
O 0.36150 3.50991 1.63168 -0.453
O 0.26992 1.42851 0.64239 -0.367
H -0.37839 -0.00208 -0.94450 0.158
H 0.04643 -0.59985 0.55978 0.146
```

Kohn-Sham gap	7.78	eV
multiplicity	1
E_HOMO	-7.64	eV

Arrangement two

C2H2O2 | ωB97M-V with the def2-TZVPD basis set

```
6
Properties=species:S:1:pos:R:3:nbo_charge:R:1
O 1.45217 -0.49574 -0.07577 -0.437
C 0.79796 0.44444 0.07246 0.362
C -0.79743 0.46263 -0.09623 0.315
O -1.42981 -0.53522 0.08193 -0.457
H 1.19008 1.39406 0.44421 0.098
H -1.37216 1.41122 -0.35082 0.119
```

Kohn-Sham gap	9.39	eV
SMILES	O=CC=O
multiplicity	1
E_HOMO	-9.85	eV

Arrangement three

C2H2O2 | ωB97M-V with the def2-TZVPD basis set

```
6
Properties=species:S:1:pos:R:3:nbo_charge:R:1
O -1.31643 -0.58952 -0.11951 -0.467
C -0.80675 0.50460 0.09838 0.314
C 0.79475 0.49173 -0.14254 0.350
O 1.35289 -0.53810 0.13819 -0.447
H -1.41661 1.50339 0.66452 0.127
H 1.19695 1.53954 -0.54893 0.123
```

Kohn-Sham gap	9.38	eV
SMILES	O=CC=O
multiplicity	1
E_HOMO	-9.92	eV

Arrangement four

C2H2O2 | ωB97M-V with the def2-TZVPD basis set

```
6
Properties=species:S:1:pos:R:3:nbo_charge:R:1
C -0.58451 -0.18627 0.12173 0.050
C 0.85669 0.05663 0.16524 0.665
O -1.34655 0.55290 0.76391 -0.646
O 1.93454 0.44195 0.28269 -0.371
H -0.82129 -1.18459 -0.27372 0.196
H -0.03887 0.31938 -1.05984 0.106
```

Kohn-Sham gap	9.18	eV
multiplicity	1
E_HOMO	-9.56	eV

Most stable structure: arrangement two

Arrangement one

C8H14 | ωB97M-V with the def2-TZVPD basis set

```
22
Properties=species:S:1:pos:R:3:nbo_charge:R:1
C 2.74536 -2.60358 -1.10327 -0.637
C 1.64921 -1.47884 -0.64869 -0.145
C 0.71263 -1.15523 -1.58530 -0.230
C -0.16827 -0.06922 -1.39331 -0.241
C -0.61559 0.15066 -0.13458 -0.155
C -1.45665 1.34290 0.15008 -0.449
C -1.13628 2.20547 1.36828 -0.392
C -1.64688 1.46616 2.61661 -0.627
H 2.74748 -3.34031 -0.35840 0.203
H 3.81144 -2.42839 -1.12034 0.215
H 2.42256 -3.11948 -1.90887 0.203
H 1.62215 -1.23384 0.37339 0.197
H 0.72529 -1.61881 -2.62386 0.205
H -0.67661 0.40212 -2.14152 0.214
H -0.46720 -0.52634 0.83044 0.200
H -2.58051 1.15537 0.16517 0.207
H -1.43091 2.22101 -0.64546 0.204
H -1.62936 3.21144 1.40277 0.209
H -0.07182 2.25191 1.44632 0.199
H -1.62187 0.39952 2.50498 0.203
H -0.85338 1.51844 3.36647 0.203
H -2.49843 1.95746 3.09002 0.215
```

Kohn-Sham gap	8.99	eV
SMILES	C/C=C/C=C/CCC
multiplicity	1
E_HOMO	-8.13	eV

Arrangement two

C8H14 | ωB97M-V with the def2-TZVPD basis set

```
22
Properties=species:S:1:pos:R:3:nbo_charge:R:1
C -2.18567 -0.38504 -0.63945 -0.382
C -1.19651 0.20876 0.02275 -0.024
C -1.39077 0.79036 1.40579 -0.651
C -0.03163 0.78184 -0.71196 -0.005
C -0.14878 1.41488 -1.87394 -0.393
C 1.35479 0.63101 -0.08619 -0.440
C 1.54989 -0.58082 0.81769 -0.399
C 1.27040 -1.91599 0.10912 -0.613
H -3.06526 -0.69642 -0.08777 0.191
H -2.19009 -0.54427 -1.70577 0.202
H -0.47922 1.24105 1.79478 0.214
H -1.72556 0.04451 2.13301 0.221
H -2.19420 1.52324 1.40171 0.228
H -1.08401 1.44483 -2.41233 0.201
H 0.74945 1.84608 -2.29563 0.194
H 1.53967 1.54390 0.48499 0.214
H 2.10841 0.61169 -0.87376 0.214
H 0.94748 -0.51904 1.72055 0.200
H 2.60784 -0.65333 1.06211 0.207
H 1.62846 -2.76143 0.69706 0.208
H 1.72680 -1.93126 -0.88408 0.201
H 0.20852 -2.09454 -0.07868 0.213
```

Kohn-Sham gap	9.85	eV
SMILES	C=C(C)C(=C)CCC
multiplicity	1
E_HOMO	-8.83	eV

Most stable structure: arrangement two

Arrangement one

CH3O2S | ωB97M-V with the def2-TZVPD basis set

```
7
Properties=species:S:1:pos:R:3:nbo_charge:R:1
C 0.88542 1.19987 -0.14538 -0.582
O -1.49185 -1.03988 1.48616 -1.014
O -0.36414 -1.90394 -0.63563 -1.020
S -1.46835 -1.17342 0.03388 1.131
H 1.63357 0.44578 0.24368 0.178
H 0.19688 1.71695 0.32432 0.141
H 0.60847 0.75463 -1.30703 0.167
```

Kohn-Sham gap (alpha / beta)	8.67 / 4.85	eV
total charge	-1
multiplicity	1
E_HOMO (alpha / beta)	-4.38 / -1.13	eV

Arrangement two

CH3O2S | ωB97M-V with the def2-TZVPD basis set

```
7
Properties=species:S:1:pos:R:3:nbo_charge:R:1
C 0.09609 -0.10179 -0.37591 -0.681
O -1.95315 0.50527 1.04739 -1.179
O 2.42007 -0.89054 -1.32898 -1.007
S 1.06285 -1.36561 -0.98112 0.966
H -0.83023 0.08469 0.33141 0.343
H 0.63120 0.73104 -0.30604 0.156
H -1.42683 1.03693 1.61324 0.401
```

Kohn-Sham gap	7.37	eV
total charge	-1
multiplicity	1
E_HOMO	-3.62	eV

Most stable structure: arrangement two

Arrangement one

C4H11N4 | ωB97M-V with the def2-TZVPD basis set

```
19
Properties=species:S:1:pos:R:3:nbo_charge:R:1
C 3.13460 0.22486 0.26090 -0.493
N 1.96938 0.24587 -0.46568 0.055
N 1.05845 0.89337 0.02487 -0.140
C -0.15971 1.13176 -0.16602 0.336
N -1.20628 0.34231 -0.07138 -0.319
C -2.54053 0.82839 -0.02359 -0.430
C -1.10205 -1.14611 0.21119 -0.025
N 0.13694 -1.52074 -0.32184 -0.848
H 3.59613 -0.72923 0.00941 0.241
H 3.90391 0.93244 0.05457 0.276
H 2.84839 0.20101 1.32998 0.216
H -0.24468 2.32008 -0.25778 0.258
H -2.95419 0.37136 -0.86252 0.222
H -3.18210 0.76078 0.90178 0.241
H -2.59518 1.86012 -0.23333 0.230
H -1.97915 -1.52414 -0.31134 0.187
H -1.30034 -1.19661 1.23156 0.216
H 0.54003 -2.35252 0.00164 0.396
H 0.07636 -1.64300 -1.31241 0.383
```

Kohn-Sham gap	8.83	eV
SMILES	C/N=N/C=[N+](/C)CN
total charge	+1
multiplicity	1
E_HOMO	-13.46	eV

Arrangement two

C4H11N4 | ωB97M-V with the def2-TZVPD basis set

```
19
Properties=species:S:1:pos:R:3:nbo_charge:R:1
C -1.59790 0.15072 0.25453 0.305
C -0.44064 -0.50865 -0.80074 -0.248
C 1.04592 -1.64132 0.75435 -0.441
C 1.39741 1.74504 -0.38791 -0.440
N -1.12841 0.86152 1.17099 -0.246
N 0.73793 -0.48704 -0.06207 -0.143
N -2.82722 -0.07187 -0.15273 -0.780
N 1.02373 0.66865 0.54450 -0.177
H -0.71849 -1.44653 -1.16676 0.247
H -0.45975 0.13679 -1.74311 0.250
H 1.07084 -2.51587 0.13866 0.244
H 2.02799 -1.53579 1.20155 0.231
H 0.26655 -1.71213 1.66389 0.230
H 2.47429 1.83795 -0.63626 0.239
H 0.95146 1.40263 -1.34568 0.221
H 1.20413 2.70730 0.02490 0.251
H -2.97103 -0.67978 -0.93118 0.407
H -3.65048 0.48555 0.15782 0.439
H 1.59369 0.60283 1.31525 0.413
```

Kohn-Sham gap (alpha / beta)	8.91 / 8.46	eV
total charge	+1
multiplicity	1
E_HOMO (alpha / beta)	-13.85 / -14.00	eV

Arrangement three

C4H11N4 | ωB97M-V with the def2-TZVPD basis set

```
19
Properties=species:S:1:pos:R:3:nbo_charge:R:1
H -0.23233 -1.61081 -1.50077 0.419
N -0.91683 -0.91843 -1.28798 -0.506
C -0.74485 0.06076 -0.52652 0.173
C -1.73481 1.09756 -0.14080 0.290
N -3.04489 1.02228 -0.28539 -0.591
C 0.58076 0.46034 0.09028 -0.132
N 0.34677 0.47718 1.49922 -0.853
C 1.82120 -0.37908 -0.32161 -0.251
N 1.60414 -1.84868 -0.37713 -0.865
H -1.23116 1.86254 0.48958 0.247
H -3.63230 1.70615 0.20410 0.447
H -3.46603 0.25754 -0.79845 0.454
H 0.64012 1.50618 -0.11133 0.212
H 0.61606 1.33125 1.98291 0.382
H 0.83733 -0.19812 2.07973 0.394
H 2.38116 -0.16700 -1.30925 0.226
H 2.69672 -0.19668 0.35527 0.201
H 0.97790 -2.17248 0.35898 0.363
H 2.50103 -2.29049 -0.40086 0.390
```

Kohn-Sham gap	6.93	eV
SMILES	[H]/N=C(/C=[NH2+])[C@@H](N)CN
total charge	+1
multiplicity	1
E_HOMO	-12.69	eV

Most stable structure: arrangement three